No. 1
The following is a quantum chemistry calculation of C4H4O4 in the gas phase at a distorted geometry, from the Open Molecules 2025 dataset.

The value obtained for the HOMO-LUMO gap is 0.369 Eh. The value obtained for the HOMO energy is -10.4 eV. The energy comes out at -12398.3112 eV. As for the max |F|: 0.1696 Eh/bohr.

```
12
Properties=species:S:1:pos:R:3:forces:R:3:mulliken_charge:R:1
O -1.285447 1.387202 2.388690 0.893 -2.439 -8.326 -0.519
O 0.262071 -1.131425 -2.477590 1.228 0.544 0.371 -0.388
O 1.045762 -1.323323 -0.314294 -1.030 0.330 0.545 -0.304
O -0.253495 0.568894 -0.889369 3.039 -2.757 -4.566 -0.381
C 0.509025 -0.699666 -1.414336 -3.179 0.361 2.141 0.519
C -1.153124 1.055822 1.070035 -1.926 3.072 6.289 -0.086
C 0.131218 0.672486 0.351600 -0.332 2.592 7.634 0.529
C 0.667240 -0.622872 0.970478 6.571 3.708 -2.637 -0.571
H -1.987477 1.203244 0.256041 0.809 -0.293 1.954 0.270
H 0.246618 -0.912309 1.869602 -1.860 -2.391 0.807 0.454
H 1.759110 -0.194931 1.441802 -2.606 -1.937 -1.396 0.266
H 0.904478 1.458597 0.906406 -1.607 -0.790 -2.815 0.211
```
Positions in Å, forces in eV/Å.

No. 2
The following is a quantum chemistry calculation of C4H4O4 in the gas phase at a distorted geometry, from the Open Molecules 2025 dataset.

The value obtained for the HOMO-LUMO gap is 0.337 Eh. The value obtained for the HOMO energy is -8.6 eV. The energy comes out at -12399.1993 eV. As for the max |F|: 0.1353 Eh/bohr.

```
12
Properties=species:S:1:pos:R:3:forces:R:3:mulliken_charge:R:1
O 3.143201 -1.005654 -0.138341 -2.289 -0.527 0.522 -0.593
O 2.158300 0.878051 0.173138 4.615 0.837 0.589 -0.236
O -1.227504 0.546437 -0.234785 -0.279 -3.645 1.649 -0.345
O 0.838481 -0.789553 0.008755 -2.018 -0.916 0.164 -0.295
C -2.093878 -0.684383 0.105076 -1.775 1.241 -3.044 -0.641
C 0.082629 0.378478 0.019358 0.798 3.461 -0.729 0.404
C 2.100355 -0.390520 0.029309 4.718 -3.120 -0.761 0.726
C 0.999324 1.388723 0.046109 -4.304 5.225 -1.617 -0.133
H -1.867530 -1.488671 -0.677691 -0.523 1.424 0.853 0.281
H -3.124764 -0.180518 -0.003003 1.549 -1.169 -0.394 0.248
H -2.213341 -1.230418 1.029937 1.430 0.744 1.068 0.333
H 1.204728 2.578025 -0.357860 -1.922 -3.554 1.698 0.251
```
Positions in Å, forces in eV/Å.